Below is a structure of composition C42H90O12 in a non-equilibrium geometry, with properties calculated with ωB97M-V/def2-TZVPD.

```
144
Properties=species:S:1:pos:R:3:forces:R:3
O -0.142 -1.557 3.037 -4.6263 3.9576 9.7500
O 1.029 -2.010 -5.252 0.2270 -2.7373 -0.5077
O -1.211 4.677 0.781 -2.2108 -0.8494 0.6074
O 3.622 -1.014 -2.764 1.6409 0.5312 1.3129
O 2.044 2.007 -1.474 9.7955 7.5464 -0.7020
O 1.544 -2.159 0.370 -0.5970 -5.8568 2.2665
O 1.431 1.133 -3.239 -0.3854 -2.4409 -6.4778
O 3.937 0.618 3.177 0.7266 -0.1401 0.4219
O -2.765 2.222 1.654 -0.9850 -1.2635 2.1785
O -4.117 -0.402 -2.975 -1.1693 0.5398 -0.8564
O 0.088 2.925 4.855 0.1906 0.0169 -0.1815
O 0.672 1.319 -0.507 -11.0236 -7.4767 6.2800
C -0.779 0.668 -4.144 -0.1771 3.1836 -1.8751
C 0.895 -3.841 1.815 -0.6892 2.1049 2.0056
C 0.048 -0.676 0.421 -5.5959 0.9517 -1.0823
C -0.936 -0.312 -0.659 0.8075 -0.3896 2.3121
C -1.329 -0.722 2.802 -0.2969 -0.7789 3.2201
C 3.634 -2.308 -2.138 0.4612 0.7866 0.1735
C 3.163 -0.041 -1.779 0.9980 -1.8130 0.5387
C 0.666 -3.391 -4.764 -0.6906 2.3425 1.0475
C 0.215 1.678 -3.540 -1.4346 2.5740 -3.3022
C 0.456 -4.202 0.474 -1.4267 -1.1986 -1.0630
C 1.112 -3.221 -0.457 -1.7370 -3.1095 -0.4853
C 1.062 -2.294 1.663 0.6438 -8.7015 -0.9508
C 1.034 0.381 0.563 -1.4254 3.2223 -4.9577
C -4.227 0.824 2.666 -1.3220 -1.3536 -0.1029
C 2.682 -1.353 3.150 6.1959 2.1316 1.9627
C 2.270 -0.500 1.938 2.3113 -0.1147 4.2721
C -3.399 -0.510 -1.744 -0.4658 -3.0847 -4.9407
C -0.024 -3.050 -3.391 0.4961 -1.8911 -1.4886
C -0.508 2.576 2.644 0.4084 0.4844 0.1968
C -0.148 0.596 -1.473 -1.7224 -0.1896 3.0031
C 0.485 3.010 -4.280 -0.0948 0.6158 -0.0656
C 1.045 2.489 2.678 -2.0383 1.4635 1.3740
C -0.928 3.359 3.943 1.0140 -1.4816 -0.7028
C -2.965 -2.388 -3.127 -0.9676 -0.1950 -0.8513
C 3.341 -0.314 4.085 -0.1278 0.3963 -0.4170
C -1.467 0.075 4.071 -2.3498 1.0360 -0.4074
C 0.556 -0.947 4.161 -2.8963 -0.2483 3.6659
C 3.431 -2.110 -0.629 4.4037 -0.3970 -1.9024
C 0.050 4.150 0.432 -0.2018 1.6160 -0.8481
C -0.685 -0.618 5.101 0.7343 -0.0500 -0.6659
C -3.043 -1.948 -1.661 -0.0333 -2.0680 -0.6910
C -4.117 -1.594 -3.797 1.3127 0.1140 1.4514
C 1.303 -1.238 -4.074 -0.9638 -0.7673 -2.0354
C 3.619 -0.605 -0.413 1.0785 -0.4220 -2.0464
C -2.251 3.865 0.081 0.2060 2.1165 -2.0234
C -3.233 0.948 1.543 -1.9341 -1.7103 3.1191
C 1.314 2.842 4.109 1.2807 0.2837 1.3855
C -1.533 3.309 -1.137 0.3036 1.0184 0.1525
C 0.073 -1.574 -3.285 1.5252 -2.2016 1.2157
C -0.099 3.883 -1.041 0.0568 -1.2358 -0.3305
C -3.800 0.492 0.219 0.5063 3.5951 5.4116
C 3.154 0.736 1.953 1.0976 0.0068 2.7656
H -2.537 0.204 4.233 0.5497 -0.3770 0.8176
H -0.613 -4.016 0.378 -0.2883 -0.1657 0.3723
H 1.254 -0.177 3.830 -1.5775 0.2687 0.6233
H -2.184 -1.395 2.730 0.0968 -0.1989 -0.5975
H -2.132 -2.159 -1.101 -0.7812 -0.6153 -0.0819
H -3.038 -3.471 -3.222 -0.2722 -0.0499 -0.0866
H 1.238 2.168 -0.984 2.9989 1.7138 -0.1531
H -0.855 1.546 2.722 0.4053 1.2520 -1.0707
H 0.405 -2.869 -1.208 0.4177 0.2189 0.4010
H 2.496 1.590 2.113 3.2936 -0.2684 -1.4976
H 0.135 4.725 -1.692 -0.1804 -0.0134 0.1822
H -4.938 1.651 2.655 -0.1250 -0.0895 0.0229
H 4.580 -2.767 -2.426 -0.1290 -0.3132 -0.0301
H 1.972 -2.016 3.645 2.0618 0.2319 0.0234
H -0.685 -0.055 6.034 0.9866 0.1457 -0.1418
H -3.835 -2.547 -1.212 -0.3063 0.0154 0.2511
H 1.785 -4.275 2.270 0.0429 -0.5334 -0.3950
H 3.534 -1.898 2.744 0.1511 -0.7119 0.3017
H 2.637 0.232 4.714 -0.3784 0.0840 0.0264
H 4.007 -0.703 4.855 0.7900 -0.1110 -0.6430
H -0.056 -3.925 -5.380 0.4407 0.4415 -0.6846
H 0.126 -1.786 1.898 3.5533 -3.7279 -3.9902
H -2.051 -2.111 -3.653 -0.8076 0.2718 0.4427
H -0.270 3.340 -4.993 -0.5733 0.1005 0.6052
H 2.515 -2.518 -0.200 5.7582 0.6625 -2.4488
H 1.899 -3.808 -0.929 0.3244 0.8656 -0.2460
H -0.353 0.290 -5.074 -0.1084 -0.4922 -0.0005
H -3.101 4.525 -0.092 0.2710 0.5635 -0.4693
H 0.722 3.725 -3.492 -0.7807 0.3504 0.0122
H 2.076 -0.093 -1.839 0.6248 -0.0987 0.4179
H 0.565 -3.664 -2.709 -0.6464 0.2827 0.2762
H -2.009 3.487 -2.101 -0.0637 0.0431 -0.0111
H 3.538 0.962 -1.984 0.0655 -0.6707 -0.3464
H 0.019 -3.995 2.446 0.3941 -0.2885 0.6951
H 1.748 1.674 -2.321 1.9181 1.4074 1.4864
H 0.578 -5.270 0.294 0.3040 0.0669 -0.6749
H 1.905 3.731 4.327 -0.1996 0.5133 -0.5716
H -1.019 4.440 3.839 0.4340 0.0925 -0.2232
H -2.686 3.018 0.611 1.0284 2.5275 -1.3945
H -1.136 -1.581 5.337 0.0675 -0.1928 -0.0152
H -1.227 -0.073 1.932 0.5148 -0.6018 1.0319
H 2.780 -2.826 -2.573 0.0371 -0.7143 -0.0832
H -1.170 -1.192 -1.257 0.2355 1.0296 0.7771
H 1.492 1.515 2.480 -2.7135 1.1892 1.9554
H -1.013 -0.166 -3.483 -1.2294 3.9054 -0.1518
H -1.807 0.191 -0.239 0.6661 -0.4035 -0.2712
H 0.279 3.280 1.047 0.1307 0.7795 -2.0285
H -0.793 -1.119 -3.766 1.4601 -3.4260 -0.0931
H -1.878 3.010 4.348 -0.1852 -0.1192 0.1279
H -3.870 -1.326 -4.824 -0.0776 0.1157 0.0138
H -1.393 2.239 -0.985 -0.7224 0.5682 0.2542
H -0.376 -0.908 1.397 -0.0785 1.6403 -4.1577
H 0.509 3.006 -1.261 -0.7361 2.9371 -0.9513
H 1.524 3.138 1.945 0.1913 0.0696 0.4724
H -2.442 -0.003 -1.867 -0.9323 0.6948 -0.2620
H 0.143 -1.229 -2.253 -0.1042 -1.4758 -0.7986
H 0.321 0.050 -2.292 0.4251 1.5859 1.8812
H 2.276 -1.456 -3.633 -0.7424 0.0627 -0.2936
H 0.705 4.973 0.717 0.5893 -0.1437 -0.2951
H 1.152 0.849 1.540 -2.0314 1.3996 -3.5677
H -4.871 0.615 0.058 -0.1634 1.3082 0.1184
H 1.211 -0.260 2.031 1.5152 -1.2629 2.1867
H 2.285 -1.007 0.973 1.4588 -0.2442 3.2251
H -0.906 1.237 -1.922 -0.1618 -1.3372 1.5611
H 1.770 -1.960 2.422 -3.2069 -2.9875 -3.7616
H 1.298 -0.201 -4.411 -0.2013 -2.1498 -0.7534
H 4.660 -0.349 -0.219 0.4496 -0.1423 -0.4272
H -3.158 0.890 -0.568 -0.8023 1.1263 1.2980
H -2.762 2.465 2.583 -0.0678 0.1889 0.1271
H -5.079 -2.107 -3.787 -0.1434 0.0724 0.2155
H 1.383 3.208 -4.866 0.5257 -1.4079 -0.2580
H -4.733 -0.125 2.493 -0.6164 -0.0506 0.2612
H 1.510 -4.029 -4.503 0.4225 0.2620 -0.7178
H 0.488 -1.616 0.086 -3.3327 3.8202 -1.0021
H -3.768 0.700 3.647 -0.4638 0.6551 -0.3068
H 3.159 -0.194 0.485 1.8304 -1.0343 -2.9787
H -0.253 1.855 -2.572 1.6307 2.4085 -2.6534
H -1.629 1.230 -4.530 -0.4013 0.0899 0.5493
H 1.985 -0.039 0.235 -2.0163 2.3692 -1.2776
H 1.916 0.867 -4.024 0.6247 0.8571 0.0648
H 4.139 -2.673 -0.021 0.8891 -0.0738 -0.1849
H 3.846 0.818 1.114 -0.0593 0.8126 0.8794
H -0.939 3.023 1.748 0.2905 -0.5586 1.2918
H 1.138 -1.673 4.728 -0.7254 0.0489 0.0461
H -1.085 -3.298 -3.429 0.9150 -0.9027 0.4082
H 1.988 2.069 4.477 -0.4729 -0.2475 0.8171
H -3.919 -0.281 -0.814 -0.6753 -1.7223 -7.2429
H -1.130 1.087 3.844 0.0090 -1.0147 1.6810
H -3.825 -0.596 0.160 1.1072 -0.2414 3.5371
H -2.438 0.295 1.903 -1.4485 0.5950 -1.5764
```
Positions in Å, forces in eV/Å.

Its LUMO energy is 0.108 eV. Its HOMO-LUMO gap is 6.78 eV. For the total energy, the calculation gives -69522.1116 eV.